[1]
# C21H26N2O2S

A 2-piece molecular cluster, C21H26N2O2S overall in a non-equilibrium geometry (ωB97M-V/def2-TZVPD, the OMol25 dataset).

```
52
Properties=species:S:1:pos:R:3
S -0.91 -3.98 1.13
O 0.17 -4.89 0.79
O -2.09 -4.50 1.80
N 0.33 2.31 -0.25
N -1.22 -3.04 -0.10
C 1.00 -1.40 4.42
C -0.17 -2.94 2.41
C 0.07 0.49 -1.79
C -1.11 -1.08 -5.66
C 0.61 5.19 0.04
C -0.29 -1.91 4.59
C 0.88 2.84 1.00
C 1.72 -1.71 3.25
C -1.62 -3.19 -4.58
C 1.65 -0.54 5.47
C 0.05 4.56 -1.24
C -0.66 -1.36 -3.27
C 1.13 -2.48 2.25
C -0.89 -2.67 3.58
C -1.63 -2.38 -5.72
C -0.31 -0.82 -1.99
C 1.50 4.22 0.81
C -1.15 -2.69 -3.37
C -0.58 3.20 -0.98
C 0.41 1.01 -0.53
C -0.59 -0.58 -4.47
H 1.94 0.43 5.06
H -0.88 2.74 -1.93
H -0.15 0.42 -4.44
H -0.22 5.52 0.67
H -0.40 -1.49 -1.13
H 1.20 6.07 -0.23
H 0.10 1.17 -2.65
H -0.84 -1.72 5.51
H 2.46 4.11 0.29
H -1.99 -4.21 -4.63
H -0.71 5.21 -1.69
H 2.74 -1.36 3.14
H -1.10 -0.44 -6.55
H 0.07 2.90 1.74
H 0.96 -0.38 6.31
H 2.56 -1.01 5.86
H -2.05 -2.75 -6.66
H 1.63 2.13 1.37
H -1.49 3.34 -0.38
H 0.86 4.46 -1.98
H -1.89 -3.06 3.72
H 1.73 4.62 1.80
H -1.17 -3.28 -2.45
H -2.18 -2.70 0.04
H 1.69 -2.73 1.35
H 0.80 0.34 0.25
```

As for the net charge: 0. The energy above the lowest of the compared OMol25 structures with the same formula, charge and spin comes out at 4.445 eV. For the LUMO energy, the calculation gives -0.0687 hartree. The frontier orbital gap is 5.4 eV. Its total energy is -1473.89486 hartree.

The computed Löwdin charges, all in e, follow: 0.4553 -0.3625 -0.3773 -0.0741 -0.2532 -0.2989 -0.2751 -0.0617 -0.0798 -0.1981 -0.0488 -0.1314 -0.0668 -0.0553 -0.0717 -0.1753 -0.1998 -0.0824 -0.0574 -0.0624 0.0299 -0.1741 0.0063 -0.1264 0.0140 -0.0212 0.0713 0.1154 0.1010 0.1175 0.0744 0.1151 0.0975 0.1066 0.1200 0.1106 0.1198 0.1058 0.1051 0.1416 0.0709 0.0804 0.1067 0.1315 0.1477 0.1212 0.1043 0.1191 0.0939 0.0042 0.1085 0.1580



[2]
# C21H26N3OOsS2

C21H26N3OOsS2 as an isolated structure in a non-equilibrium geometry (ωB97M-V/def2-TZVPD, the OMol25 dataset).

```
54
Properties=species:S:1:pos:R:3
Os -0.12 -0.81 0.83
S -0.60 -1.43 -1.33
S 3.39 -1.73 0.83
O 1.85 -1.76 0.79
N -2.34 -1.46 -3.31
N -0.45 -0.61 2.86
N -2.16 0.57 -2.19
C -0.73 -0.25 5.57
C 3.51 -3.69 -1.10
C -0.23 3.03 2.58
C -3.21 -0.97 -4.23
C -3.58 0.35 -4.09
C -3.67 -1.84 -5.33
C -0.28 1.67 2.34
C -0.76 -1.53 5.02
C -1.83 -0.68 -2.33
C -0.08 3.45 0.19
C -0.13 2.09 -0.06
C 3.92 -2.26 -0.83
C 3.82 0.05 0.77
C -0.58 0.85 4.73
C -3.04 1.12 -3.06
C -3.34 2.56 -2.90
C -0.13 3.92 1.50
C -0.62 -1.67 3.66
C -0.22 1.19 1.00
C -0.44 0.65 3.37
C 4.20 0.52 2.16
H -2.94 3.11 -3.76
H -0.59 1.85 5.14
H -4.42 2.74 -2.91
H -2.91 2.95 -1.99
H 4.57 1.55 2.13
H -4.28 0.78 -4.79
H -2.95 -2.63 -5.56
H 3.51 -1.55 -1.55
H 0.00 4.15 -0.63
H 2.94 0.56 0.37
H -2.06 -2.43 -3.37
H 3.87 -4.37 -0.32
H -0.12 1.74 -1.08
H -4.62 -2.32 -5.07
H -3.86 -1.25 -6.23
H 5.01 -0.09 2.57
H -0.88 -2.40 5.65
H 4.65 0.15 0.07
H 2.43 -3.79 -1.19
H 3.35 0.48 2.84
H 5.01 -2.16 -0.80
H -0.10 4.98 1.68
H 3.95 -4.02 -2.04
H -0.66 -2.66 3.20
H -0.27 3.43 3.58
H -0.82 -0.11 6.64
```

As for the net charge: +3. The energy above the lowest of the compared OMol25 structures with the same formula, charge and spin comes out at 0.721 eV. Its multiplicity is 5. For the LUMO energy (spin up / spin down), the calculation gives -0.3615 / -0.4350 hartree. The frontier orbital gap (spin up / spin down) is 7.8 / 5.9 eV. Its total energy is -1941.34206 hartree.

The computed Löwdin charges, all in e, follow: 1.4548 0.6661 1.0667 -0.7234 0.1424 -0.1128 0.1343 0.0378 -0.1155 0.0284 -0.1957 0.0874 0.0322 -0.1694 0.0122 -0.6694 -0.0215 -0.0883 -0.3640 -0.3537 0.0564 -0.2276 0.0147 0.0165 -0.0706 -0.2558 -0.2031 -0.1196 0.1177 0.1351 0.1135 0.0841 0.0954 0.1547 0.1061 0.1049 0.1309 0.0811 0.1691 0.0915 0.0862 0.1243 0.1135 0.0883 0.1380 0.1046 0.0705 0.0719 0.1134 0.1376 0.0984 0.1332 0.1330 0.1433



[3]
# C21H26N4O3

One molecule with the formula C21H26N4O3 in a non-equilibrium geometry (ωB97M-V/def2-TZVPD, the OMol25 dataset).

```
54
Properties=species:S:1:pos:R:3
O 3.62 0.98 1.55
O -2.27 1.96 -1.50
O -0.24 2.35 1.21
N 1.76 -1.59 -1.33
N 2.20 -1.73 -0.07
N 0.97 1.87 1.56
N 3.51 0.71 -0.69
C -4.21 -1.07 -1.16
C -1.60 2.93 -0.73
C 1.41 -1.59 2.30
C -3.57 -0.39 1.05
C -4.92 -2.50 0.77
C 3.57 -2.08 0.20
C 0.47 -1.31 -1.25
C 0.84 1.98 -0.68
C -0.33 2.42 -0.12
C 1.20 -1.54 0.83
C -3.55 -0.60 2.53
C 3.01 1.07 0.51
C -2.90 0.92 -0.86
C -2.92 0.71 0.51
C -0.35 -1.09 -2.47
C 0.06 -1.27 0.10
C -4.22 -1.30 0.21
C 4.75 -0.05 -0.75
C 1.63 1.63 0.45
C -3.56 0.02 -1.70
C 4.50 -1.55 -0.90
H -1.21 -1.76 -2.47
H -2.98 0.17 3.03
H 0.46 -1.46 2.80
H -2.25 3.32 0.07
H 3.65 -3.17 0.25
H -2.42 1.39 1.18
H 1.85 -2.54 2.60
H -3.12 -1.57 2.78
H 2.88 0.58 -1.47
H -0.73 -0.07 -2.49
H 5.28 0.16 0.17
H 1.08 1.92 -1.72
H -4.22 -3.14 1.30
H 3.85 -1.66 1.17
H -0.92 -1.08 0.47
H -4.57 -0.59 2.93
H 0.25 -1.27 -3.35
H 5.34 0.32 -1.60
H -3.55 0.19 -2.76
H 4.03 -1.76 -1.86
H -5.70 -2.20 1.48
H 5.45 -2.07 -0.85
H -5.39 -3.08 -0.02
H -1.38 3.74 -1.43
H 2.08 -0.79 2.61
H -4.72 -1.76 -1.82
```

As for the net charge: 0. The energy above the lowest of the compared OMol25 structures with the same formula, charge and spin comes out at 3.009 eV. For the LUMO energy, the calculation gives 0.0273 hartree. Its SMILES is Cc1cc(C)n(CCCNC(=O)c2cc(COc3ccc(C)c(C)c3)on2)n1. The frontier orbital gap is 9.2 eV. Its total energy is -1260.54674 hartree.

The computed Löwdin charges, all in e, follow: 0.0712 -0.0404 0.0154 0.1115 -0.1172 0.1545 0.0755 -0.0362 -0.1095 -0.0109 -0.2387 -0.0473 -0.1221 -0.3444 0.0621 -0.2228 -0.2738 -0.0366 -0.4527 -0.2616 0.0126 -0.0261 0.0208 -0.2449 -0.1697 -0.1906 -0.0199 -0.1579 0.0766 0.0794 0.0813 0.1405 0.1282 0.1057 0.0841 0.0827 0.1215 0.0582 0.1215 0.1233 0.0824 0.1216 0.0972 0.0850 0.0766 0.1185 0.1202 0.0977 0.0818 0.1124 0.0752 0.1428 0.0739 0.1117



Which of these has the lowest total energy? C21H26N3OOsS2